Entry from OMol25: a molecular structure, C2H2CdFLiO2 in a non-equilibrium geometry (wB97M-V/def2-TZVPD).

```
! wB97M-V def2-TZVPD RIJCOSX def2/J DEFGRID3
* xyz 2 1
C -0.447 0.453 -0.429
C -1.699 0.605 -1.062
O -0.346 -0.195 0.622
F 1.673 -1.358 1.913
H 0.786 1.031 -1.927
H -2.585 0.732 -0.420
Li 0.023 -2.021 1.571
Cd 1.857 0.052 0.746
O 0.739 0.703 -1.013
*
```

The value obtained for the gap between HOMO and LUMO (spin up / spin down) is 8.4 / 8.7 eV. The value obtained for the total energy is -502.2409 hartree. As for the HOMO energy (spin up / spin down): -20.128 / -19.700 eV. The calculation puts the energy relative to the best compared isomer or geometry (same formula, charge and spin) at 0.0 kJ/mol.